(1)
This record from the OMol25 dataset describes a structure of composition C45H37IIrN3PSb at a distorted geometry. The level of theory is ωB97M-V with the def2-TZVPD basis set.

Geometry as ORCA input:
```
! wB97M-V def2-TZVPD RIJCOSX def2/J DEFGRID3
* xyz 2 1
Ir -0.39 -0.54 -0.31
I -2.28 1.16 0.42
C -4.09 0.12 0.81
C -5.14 0.99 0.70
C -6.44 0.57 1.02
C -6.63 -0.71 1.44
C -5.55 -1.62 1.53
C -5.83 -2.94 1.95
C -4.85 -3.88 2.03
C -3.54 -3.52 1.69
C -3.21 -2.24 1.27
P -1.43 -2.22 0.86
C -0.63 -2.65 2.42
C -0.73 -1.69 3.43
C -0.12 -1.91 4.65
C 0.60 -3.08 4.87
C 0.70 -4.03 3.87
C 0.08 -3.82 2.64
C -1.25 -3.53 -0.37
C 0.01 -4.08 -0.61
C 0.19 -4.97 -1.66
C -0.86 -5.26 -2.52
C -2.10 -4.67 -2.31
C -2.30 -3.82 -1.24
C -4.21 -1.23 1.19
H -4.98 2.01 0.38
H -7.27 1.26 0.93
H -7.62 -1.06 1.71
H -6.85 -3.20 2.20
H -5.06 -4.89 2.35
H -2.76 -4.27 1.75
H -1.30 -0.78 3.26
H -0.22 -1.17 5.44
H 1.06 -3.25 5.83
H 1.25 -4.95 4.04
H 0.13 -4.59 1.88
H 0.83 -3.82 0.03
H 1.16 -5.44 -1.81
H -0.71 -5.93 -3.35
H -2.91 -4.88 -3.00
H -3.28 -3.39 -1.07
N 0.19 -0.91 -2.11
C -0.18 -1.25 -3.21
N -0.40 -1.69 -4.31
C -1.21 -1.62 -5.36
N -1.91 -1.61 -6.27
C 6.05 -1.20 0.05
C 5.45 -2.56 -0.22
C 6.29 -3.63 -0.52
C 5.80 -4.91 -0.72
C 4.44 -5.16 -0.62
C 3.58 -4.11 -0.33
C 4.08 -2.83 -0.14
Sb 2.69 -1.23 0.17
C 2.86 -0.82 2.25
C 3.77 -1.61 2.95
C 4.02 -1.35 4.29
C 3.33 -0.33 4.93
C 2.37 0.41 4.24
C 2.11 0.17 2.90
C 1.02 0.93 2.20
C 3.38 0.33 -1.09
C 3.24 0.00 -2.44
C 3.68 0.87 -3.42
C 4.24 2.08 -3.04
C 4.38 2.40 -1.70
C 3.95 1.55 -0.69
C 4.15 1.95 0.75
H 7.13 -1.27 0.15
H 5.65 -0.77 0.97
H 5.83 -0.51 -0.77
H 7.35 -3.44 -0.59
H 6.48 -5.72 -0.96
H 4.05 -6.16 -0.76
H 2.52 -4.31 -0.25
H 4.28 -2.42 2.45
H 4.75 -1.94 4.83
H 3.51 -0.13 5.98
H 1.82 1.18 4.76
H 0.50 1.61 2.88
H 0.29 0.21 1.83
H 1.39 1.52 1.35
H 2.81 -0.96 -2.72
H 3.59 0.60 -4.46
H 4.57 2.78 -3.80
H 4.84 3.34 -1.42
H 4.91 2.74 0.82
H 4.48 1.12 1.37
H 3.24 2.35 1.19
*
```

Properties
LUMO (alpha / beta)   -8.0 / -7.4 eV
HOMO-LUMO gap (alpha / beta)   5.54 / 6.11 eV
HOMO level (alpha / beta)   -13.54 / -13.50 eV

Atomic partial charges in e from the Löwdin method, atoms 1 to 4:
1. Ir 0.54
2. I 1.20
3. C -0.54
4. C -0.16

***

(2)
This record from the OMol25 dataset describes a structure of composition C45H38N2O2PdS2. The level of theory is ωB97M-V with the def2-TZVPD basis set.

Geometry as ORCA input:
```
! wB97M-V def2-TZVPD RIJCOSX def2/J DEFGRID3
* xyz 0 1
Pd 0.21 0.28 1.41
C 7.81 1.06 -2.25
C 6.52 0.73 -1.55
C 5.35 0.54 -2.27
C 4.16 0.22 -1.62
C 4.14 0.10 -0.24
C 5.31 0.26 0.49
C 6.48 0.58 -0.16
S 2.61 -0.33 0.61
O 3.08 -1.09 1.81
C 2.11 1.35 1.11
C 2.02 2.36 0.00
C 2.37 3.83 0.37
C 2.11 4.16 1.81
C 2.17 5.49 2.22
C 1.85 5.86 3.52
C 1.48 4.88 4.43
C 1.48 3.55 4.06
C 1.82 3.17 2.75
C 1.97 1.72 2.42
C 2.28 0.86 3.61
C 3.63 0.85 4.11
C 4.66 1.60 3.49
C 5.94 1.58 3.98
C 6.25 0.80 5.11
C 5.28 0.07 5.73
C 3.94 0.09 5.26
C 2.92 -0.62 5.93
C 1.63 -0.55 5.50
C 1.33 0.19 4.33
S -0.40 0.37 3.91
O -1.13 0.63 5.19
C -0.75 -1.35 3.52
C 0.19 -2.20 2.94
C -0.21 -3.45 2.51
C -1.53 -3.88 2.66
C -1.94 -5.25 2.17
C -2.44 -3.03 3.27
C -2.06 -1.77 3.71
H 7.66 1.22 -3.31
H 8.54 0.26 -2.12
H 8.25 1.97 -1.84
H 5.36 0.63 -3.35
H 3.25 0.05 -2.19
H 5.28 0.11 1.56
H 7.40 0.70 0.41
H 2.64 2.05 -0.84
H 3.37 4.16 0.08
H 2.45 6.25 1.51
H 1.89 6.90 3.82
H 1.21 5.15 5.45
H 1.23 2.80 4.79
H 4.43 2.20 2.62
H 6.71 2.17 3.50
H 7.27 0.78 5.48
H 5.51 -0.53 6.60
H 3.17 -1.20 6.81
H 0.82 -1.04 6.02
H 1.23 -1.90 2.85
H 0.53 -4.11 2.07
H -1.41 -6.04 2.71
H -1.71 -5.37 1.11
H -3.01 -5.41 2.30
H -3.46 -3.36 3.41
H -2.77 -1.11 4.19
C 0.62 6.77 -0.68
C 0.30 5.38 -0.24
C 1.24 4.27 -0.62
C 0.65 2.84 -0.56
N -0.47 2.64 0.33
C -1.07 3.65 0.80
C -0.78 5.06 0.47
H 1.66 7.03 -0.46
H -0.03 7.50 -0.21
H 0.50 6.85 -1.76
H 1.68 4.48 -1.60
H 0.39 2.39 -1.52
H -1.90 3.46 1.48
H -1.47 5.82 0.81
C -4.05 -1.14 -1.14
C -4.05 -0.31 -0.04
C -2.85 -0.09 0.63
N -1.70 -0.65 0.26
C -1.72 -1.45 -0.80
C -2.86 -1.72 -1.54
H -4.97 -1.33 -1.69
H -4.96 0.17 0.32
H -2.81 0.56 1.50
H -0.77 -1.90 -1.07
H -2.81 -2.38 -2.40
*
```

Properties
LUMO   0.4 eV
HOMO-LUMO gap   6.88 eV
HOMO level   -6.45 eV

Atomic partial charges in e from the Löwdin method, atoms 1 to 4:
1. Pd 0.38
2. C -0.05
3. C -0.27
4. C -0.04

***

(3)
This record from the OMol25 dataset describes a structure of composition C45H39BN5O8S2Sb2Y. The level of theory is ωB97M-V with the def2-TZVPD basis set.

Geometry as ORCA input:
```
! wB97M-V def2-TZVPD RIJCOSX def2/J DEFGRID3
* xyz 0 1
Y 0.01 -0.26 -1.07
C -2.38 0.53 3.82
C -1.17 1.27 4.40
C 0.14 0.49 4.42
Sb 0.84 -0.47 2.60
C 2.72 -1.07 3.42
C 3.57 -0.15 4.03
C 4.75 -0.57 4.63
C 5.09 -1.92 4.61
C 4.25 -2.84 4.00
C 3.07 -2.42 3.40
C 1.54 1.37 1.71
C 0.77 2.53 1.71
C 1.30 3.74 1.28
C 2.61 3.80 0.83
C 3.38 2.65 0.79
C 2.85 1.44 1.22
Sb -2.53 0.38 1.65
C -3.55 -1.51 1.66
C -2.93 -2.61 2.25
C -3.51 -3.87 2.17
C -4.71 -4.05 1.49
C -5.32 -2.95 0.89
C -4.74 -1.69 0.97
C -4.26 1.63 1.43
C -4.20 2.72 0.57
C -5.28 3.58 0.43
C -6.44 3.35 1.16
C -6.51 2.26 2.02
C -5.42 1.41 2.16
H -3.30 1.03 4.11
H -2.43 -0.49 4.20
H -1.42 1.52 5.44
H -1.04 2.23 3.90
H 0.07 -0.34 5.14
H 0.96 1.12 4.75
H 3.31 0.90 4.04
H 5.41 0.15 5.10
H 6.01 -2.25 5.07
H 4.52 -3.89 3.97
H 2.43 -3.14 2.90
H -0.25 2.51 2.08
H 0.68 4.63 1.30
H 3.02 4.74 0.49
H 4.39 2.69 0.41
H 3.46 0.55 1.18
H -1.99 -2.49 2.77
H -3.02 -4.72 2.64
H -5.16 -5.03 1.43
H -6.26 -3.08 0.36
H -5.23 -0.85 0.49
H -3.29 2.92 0.00
H -5.22 4.43 -0.24
H -7.29 4.01 1.06
H -7.41 2.07 2.59
H -5.49 0.56 2.83
N -3.40 -2.99 -2.16
C -2.47 -2.74 -1.24
N -2.22 -1.45 -1.23
C -3.01 -0.96 -2.23
N -3.75 -1.87 -2.81
C -2.93 0.45 -2.59
C -3.74 1.05 -3.54
N -3.61 2.33 -3.85
C -2.67 3.02 -3.21
C -1.84 2.43 -2.27
N -1.98 1.14 -1.94
H -3.75 -3.88 -2.46
H -2.00 -3.49 -0.62
H -4.49 0.47 -4.06
H -2.55 4.06 -3.47
H -1.05 2.98 -1.78
O 2.22 -1.08 -0.32
S 1.89 -2.50 -0.56
O 2.45 -3.45 0.35
O 0.41 -2.52 -0.62
C 2.58 -2.83 -2.18
C 3.94 -3.07 -2.12
C 4.70 -3.22 -3.27
C 4.08 -3.12 -4.51
C 2.71 -2.89 -4.58
C 1.95 -2.74 -3.43
S 0.19 -2.46 -3.72
O -0.04 -1.12 -3.09
O 0.01 -2.37 -5.15
O -0.53 -3.51 -3.06
H 4.42 -3.14 -1.15
H 5.76 -3.41 -3.20
H 4.65 -3.23 -5.42
H 2.21 -2.81 -5.53
O 1.87 2.90 -2.14
B 1.42 1.57 -2.06
O 2.40 0.76 -2.69
C 3.43 1.57 -3.06
C 4.63 1.24 -3.65
C 5.51 2.29 -3.91
C 5.18 3.61 -3.59
C 3.96 3.93 -2.99
C 3.11 2.88 -2.73
H 4.87 0.22 -3.89
H 6.47 2.08 -4.38
H 5.89 4.40 -3.81
H 3.70 4.95 -2.75
*
```

Properties
LUMO   -0.6 eV
HOMO-LUMO gap   7.32 eV
HOMO level   -7.93 eV

Atomic partial charges in e from the Löwdin method, atoms 1 to 4:
1. Y 1.37
2. C -0.37
3. C -0.38
4. C -0.38

***

(4)
This record from the OMol25 dataset describes a cluster of 7 separate species, C45H39BrCl2N3O24 in total at a distorted geometry. The level of theory is ωB97M-V with the def2-TZVPD basis set.

Geometry as ORCA input:
```
! wB97M-V def2-TZVPD RIJCOSX def2/J DEFGRID3
* xyz 1 1
C -1.78 -0.31 0.40
C -1.03 -0.11 -1.05
Cl -1.17 -1.56 -2.25
C -0.29 1.16 -1.42
Cl 0.48 1.23 -3.10
N -0.23 2.24 -0.35
C 1.25 2.42 0.05
C 1.12 4.00 0.58
N 0.36 4.54 -0.65
C -0.85 3.58 -0.65
N -2.15 3.99 -0.84
C -3.28 2.99 -0.77
C -4.58 3.36 -1.72
C -4.93 2.13 -2.78
Br -4.36 2.59 -4.69
H -1.70 0.62 1.12
H -1.37 -1.24 1.00
H -2.95 -0.49 0.25
H 1.93 2.59 -0.92
H 1.70 1.63 0.78
H 0.23 3.89 1.37
H 2.09 4.56 0.92
H 0.95 4.50 -1.54
H -2.30 5.02 -1.01
H -2.99 1.88 -1.02
H -3.67 2.99 0.36
H -4.45 4.36 -2.33
H -5.52 3.45 -1.00
H -4.37 1.12 -2.52
H -6.08 1.87 -2.74
C 5.16 -1.40 -1.91
C 4.42 -0.29 -1.90
C 4.93 0.98 -1.30
O 4.24 1.99 -1.32
C 6.27 0.96 -0.69
C 7.01 -0.15 -0.70
C 6.51 -1.41 -1.33
O 7.22 -2.41 -1.33
O 8.27 -0.18 -0.13
O 3.15 -0.27 -2.45
H 4.80 -2.32 -2.35
H 6.62 1.88 -0.24
H 8.60 -1.09 -0.27
H 2.82 0.65 -2.32
C 3.28 -5.64 2.15
C 2.99 -4.75 1.20
C 3.92 -3.62 0.89
O 3.63 -2.82 0.00
C 5.15 -3.50 1.69
C 5.44 -4.39 2.64
C 4.53 -5.53 2.92
O 4.83 -6.35 3.79
O 6.59 -4.28 3.39
O 1.83 -4.84 0.46
H 2.62 -6.46 2.38
H 5.80 -2.67 1.46
H 6.57 -5.05 4.01
H 1.85 -4.08 -0.16
C -7.19 -1.93 3.31
C -6.45 -1.54 2.27
C -5.19 -0.77 2.46
O -4.52 -0.44 1.48
C -4.78 -0.44 3.83
C -5.52 -0.83 4.87
C -6.77 -1.62 4.68
O -7.41 -1.98 5.66
O -5.14 -0.52 6.17
O -6.84 -1.82 0.97
H -8.11 -2.49 3.19
H -3.87 0.13 3.95
H -5.84 -0.92 6.74
H -6.14 -1.43 0.40
C 7.59 -0.03 -5.80
C 8.33 0.36 -6.84
C 9.59 1.13 -6.65
O 10.25 1.46 -7.63
C 10.00 1.46 -5.28
C 9.26 1.07 -4.23
C 8.01 0.28 -4.42
O 7.36 -0.08 -3.44
O 9.63 1.38 -2.94
O 7.94 0.08 -8.14
H 6.67 -0.59 -5.92
H 10.91 2.03 -5.15
H 8.94 0.99 -2.37
H 8.63 0.47 -8.71
C -10.72 -0.05 -1.71
C -9.59 0.07 -1.01
C -8.90 1.38 -0.87
O -7.87 1.47 -0.21
C -9.49 2.54 -1.55
C -10.62 2.42 -2.25
C -11.32 1.11 -2.37
O -12.37 1.04 -3.00
O -11.18 3.51 -2.90
O -9.01 -1.02 -0.39
H -11.23 -1.00 -1.81
H -8.98 3.49 -1.46
H -11.99 3.16 -3.33
H -8.21 -0.68 0.05
C 0.95 -0.66 6.29
C 0.00 -0.08 5.56
C -0.10 -0.30 4.09
O -0.99 0.24 3.45
C 0.91 -1.16 3.46
C 1.87 -1.74 4.19
C 1.94 -1.54 5.67
O 2.82 -2.11 6.31
O 2.82 -2.55 3.61
O -0.94 0.76 6.15
H 1.02 -0.51 7.36
H 0.85 -1.30 2.39
H 3.40 -2.86 4.34
H -1.52 1.05 5.41
*
```

Properties
LUMO   -4.1 eV
HOMO-LUMO gap   7.15 eV
HOMO level   -11.23 eV

Atomic partial charges in e from the Löwdin method, atoms 1 to 4:
1. C -0.13
2. C -0.51
3. Cl 0.53
4. C -0.57

***

(5)
This record from the OMol25 dataset describes a structure of composition C45H39N5O2PRh at a distorted geometry. The level of theory is ωB97M-V with the def2-TZVPD basis set.

Geometry as ORCA input:
```
! wB97M-V def2-TZVPD RIJCOSX def2/J DEFGRID3
* xyz -2 5
Rh -0.79 0.60 -0.11
O 3.30 3.22 -2.37
C 4.26 2.72 -1.59
C 5.58 3.14 -1.79
C 6.60 2.63 -1.01
C 6.32 1.70 -0.01
C 5.01 1.28 0.18
C 3.97 1.78 -0.59
C 2.55 1.37 -0.36
O 1.66 1.93 -1.10
N 2.34 0.48 0.55
N 1.10 -0.09 0.69
C 0.31 0.38 1.70
C -0.99 -1.69 2.16
C -1.57 -2.61 3.06
C -2.19 -3.73 2.57
C -2.23 -3.94 1.19
C -1.65 -2.98 0.38
N -1.06 -1.88 0.83
H 2.44 2.79 -2.03
H 5.77 3.87 -2.56
H 7.62 2.97 -1.17
H 7.12 1.30 0.60
H 4.77 0.56 0.95
H 0.67 1.23 2.26
H -1.53 -2.41 4.13
H -2.66 -4.43 3.24
H -2.70 -4.81 0.76
H -1.66 -3.09 -0.70
N -2.53 1.10 0.43
C -3.80 0.74 0.15
C -4.15 -0.51 -0.43
C -5.47 -0.82 -0.72
C -6.50 0.07 -0.41
C -6.18 1.28 0.21
C -4.87 1.61 0.49
H -3.35 -1.19 -0.68
H -5.70 -1.76 -1.21
H -7.53 -0.18 -0.65
H -6.98 1.97 0.46
H -4.62 2.56 0.95
C -2.40 0.91 3.85
C -1.18 0.48 4.62
C -0.98 0.82 5.96
C 0.15 0.40 6.63
C 1.10 -0.38 5.99
C 0.93 -0.74 4.66
C 1.95 -1.56 3.91
C -0.21 -0.30 3.99
N -0.36 -0.57 2.60
H -3.08 1.48 4.49
H -2.94 0.05 3.45
H -2.13 1.52 2.98
H -1.71 1.44 6.46
H 0.30 0.69 7.67
H 1.99 -0.70 6.52
H 2.76 -1.87 4.57
H 2.37 -0.98 3.08
H 1.49 -2.44 3.47
C -4.81 1.21 -5.26
C -3.63 0.56 -5.69
C -2.56 0.37 -4.84
C -2.60 0.85 -3.48
C -3.78 1.56 -3.09
C -4.84 1.72 -3.94
P -1.13 0.98 -2.44
C -0.70 2.69 -2.90
C -0.37 3.05 -4.22
C -0.24 4.39 -4.57
C -0.47 5.39 -3.63
C -0.83 5.04 -2.34
C -0.94 3.71 -1.97
C 0.07 -0.11 -3.28
C -0.25 -1.47 -3.33
C 0.63 -2.39 -3.86
C 1.87 -1.98 -4.33
C 2.21 -0.63 -4.27
C 1.32 0.30 -3.75
H -5.64 1.36 -5.94
H -3.57 0.17 -6.70
H -1.69 -0.15 -5.21
H -3.84 1.98 -2.09
H -5.73 2.24 -3.58
H -0.23 2.29 -4.97
H 0.04 4.65 -5.58
H -0.38 6.44 -3.92
H -1.02 5.82 -1.60
H -1.18 3.44 -0.95
H -1.22 -1.78 -2.95
H 0.36 -3.44 -3.90
H 2.57 -2.70 -4.73
H 3.18 -0.31 -4.63
H 1.60 1.34 -3.68
*
```

Properties
LUMO (alpha / beta)   4.1 / 4.1 eV
HOMO-LUMO gap (alpha / beta)   2.38 / 6.00 eV
HOMO level (alpha / beta)   1.77 / -1.85 eV

Atomic partial charges in e from the Löwdin method, atoms 1 to 4:
1. Rh 0.77
2. O 0.03
3. C -0.29
4. C -0.04

***

Result set for relative energy (zero: lowest compared OMol25 entry of this formula, charge and spin): 10.9; 15.9; 12.2; 185.2; 36.1 kcal/mol, one per record in the order listed.
Result set for total energy: -78484.4859; -79505.0121; -107597.7901; -195978.4729; -71137.7486 eV, one per record in the order listed.